Entry 1:
61
Properties=species:S:1:pos:R:3:mulliken_spin:R:1 method="wB97M-V/def2-TZVPD" homo_lumo_gap_ev="3.88 / 3.82" total_charge=-1 multiplicity=8
O 1.403 -0.787 -1.787 0.03
C 1.593 0.555 -2.425 0.02
C 1.476 -0.007 -3.834 0.01
H 2.555 0.946 -2.091 0.00
H 0.794 1.219 -2.105 0.00
C 1.104 -1.361 -3.167 0.00
H 2.430 -0.175 -4.331 0.00
H 0.688 0.433 -4.457 0.00
C 2.040 -2.549 -3.453 0.01
H 3.019 -2.129 -3.711 0.00
H 1.686 -3.134 -4.330 0.00
H 2.180 -3.228 -2.581 0.00
C -0.377 -1.731 -3.269 0.00
H -0.969 -0.825 -3.476 0.00
H -0.753 -2.213 -2.350 0.00
H -0.591 -2.455 -4.082 0.00
Eu 2.037 -1.061 0.264 6.97
C -1.666 -0.909 3.000 0.00
C -1.631 0.487 2.715 0.00
C -2.613 0.734 1.704 0.00
H -0.959 1.212 3.184 0.00
C -3.212 -0.514 1.336 0.00
C -2.599 -1.538 2.129 0.00
H -2.808 -2.612 2.107 0.00
H -1.096 -1.421 3.772 0.00
H -2.879 1.717 1.325 0.00
H -3.996 -0.665 0.587 0.00
C 1.121 -2.650 2.537 -0.02
C 0.352 -3.265 1.525 -0.01
C 1.240 -3.637 0.463 0.01
H -0.711 -3.502 1.624 0.00
C 2.596 -3.303 0.871 0.01
C 2.485 -2.593 2.137 -0.01
H 3.290 -2.108 2.691 0.00
H 0.774 -2.396 3.527 0.00
H 0.964 -4.191 -0.444 0.00
H 3.516 -3.373 0.259 0.00
O -1.675 1.819 -1.444 0.00
C -2.989 1.521 -2.065 0.00
C -3.323 2.775 -2.888 0.00
H -3.721 1.362 -1.257 0.00
H -3.004 0.555 -2.618 0.00
C -2.729 3.799 -1.889 0.00
H -4.356 2.906 -3.194 0.00
H -2.697 2.623 -3.774 0.00
C -1.355 3.181 -1.772 0.00
H -3.283 3.634 -0.934 0.00
H -2.762 4.827 -2.247 0.00
H -0.733 3.661 -1.023 0.00
H -0.847 3.246 -2.738 0.00
F 0.800 -0.835 4.907 0.00
C 1.362 0.213 4.219 0.01
C 1.622 0.204 2.863 0.02
C 2.128 1.361 2.321 -0.04
F 2.291 1.400 0.915 0.00
C 2.436 2.496 3.105 0.00
F 2.982 3.591 2.533 0.00
C 2.161 2.475 4.484 0.00
F 2.371 3.575 5.238 0.00
C 1.608 1.335 5.047 0.00
F 1.229 1.306 6.343 0.00

***

Entry 2:
72
Properties=species:S:1:pos:R:3:nbo_charge:R:1 method="wB97M-V/def2-TZVPD" homo_lumo_gap_ev=8.38 total_charge=+1
Na 0.370 0.230 -0.596 0.88
C 3.421 1.686 -0.361 -0.66
C 3.483 0.647 0.720 0.25
C 4.609 0.567 1.537 -0.24
C 4.658 -0.396 2.521 -0.15
C 3.591 -1.266 2.656 -0.24
C 2.507 -1.141 1.801 0.17
N 2.443 -0.190 0.860 -0.47
C 1.357 -2.105 1.883 0.19
C 1.468 -3.272 2.636 -0.22
C 0.429 -4.179 2.627 -0.15
C -0.702 -3.894 1.887 -0.23
C -0.761 -2.690 1.195 0.17
N 0.254 -1.823 1.185 -0.43
C -1.986 -2.358 0.396 0.18
C -3.201 -2.961 0.702 -0.27
C -4.294 -2.707 -0.109 -0.16
C -4.139 -1.868 -1.194 -0.26
C -2.904 -1.263 -1.416 0.25
C -2.711 -0.332 -2.579 -0.67
N -1.853 -1.491 -0.612 -0.46
H 4.328 2.286 -0.377 0.23
H 2.570 2.350 -0.208 0.24
H 3.317 1.217 -1.341 0.25
H 5.428 1.257 1.387 0.23
H 5.517 -0.479 3.174 0.23
H 3.621 -2.021 3.425 0.22
H 2.361 -3.497 3.196 0.22
H 0.510 -5.110 3.174 0.23
H -1.504 -4.615 1.816 0.23
H -3.301 -3.609 1.561 0.22
H -5.249 -3.173 0.099 0.23
H -4.962 -1.673 -1.870 0.23
H -3.654 -0.144 -3.092 0.22
H -2.006 -0.767 -3.291 0.25
H -2.288 0.621 -2.259 0.26
F -1.121 1.860 -4.660 -0.30
C 0.169 1.632 -4.880 0.73
F 0.313 0.482 -5.522 -0.30
F 0.680 2.617 -5.594 -0.29
S 1.046 1.503 -3.277 2.24
O 0.324 0.466 -2.550 -1.02
O 2.415 1.283 -3.602 -0.89
N 0.802 2.917 -2.597 -1.20
S -0.244 2.972 -1.425 2.23
O 0.157 2.233 -0.228 -1.01
O -1.630 2.824 -1.791 -0.94
C -0.061 4.722 -0.934 0.74
F 1.184 4.992 -0.577 -0.30
F -0.863 4.898 0.129 -0.33
F -0.442 5.530 -1.901 -0.29
C -2.332 2.962 3.358 -0.25
C -1.273 2.193 2.528 -0.26
N -1.882 1.041 1.868 -0.39
C -2.403 0.118 2.869 -0.25
C -3.501 0.809 3.721 -0.25
N -3.636 2.220 3.212 -0.33
C -4.066 2.203 1.767 -0.24
C -2.953 1.474 0.971 -0.28
H -2.502 3.973 2.991 0.23
H -2.103 3.005 4.420 0.23
H -0.467 1.842 3.172 0.22
H -0.838 2.840 1.773 0.26
H -1.581 -0.210 3.505 0.23
H -2.812 -0.758 2.370 0.23
H -3.253 0.868 4.779 0.23
H -4.477 0.341 3.613 0.23
H -4.344 2.699 3.760 0.44
H -4.200 3.237 1.457 0.23
H -5.025 1.693 1.726 0.22
H -2.540 2.131 0.211 0.26
H -3.363 0.599 0.467 0.23

***

These records have max |F| values of 0.08924; 0.05950 hartree/bohr, in the order they appear.